C22H42BCl10F4O6S2 | ωB97M-V/def2-TZVPD

Results
**E**: -7137.79829 Eh
**E_HOMO**: -0.3004 hartree
**Frontier orbital gap**: 10.032 eV
**Total charge**: -1
**Energy above the lowest of the compared OMol25 structures with the same formula, charge and spin**: 284.06 kJ/mol

CARTESIAN COORDINATES (ANGSTROEM)
B (0.9310, -0.6170, 1.3739)
F (1.6489, -0.0162, 2.3738)
F (1.7370, -0.8512, 0.2676)
F (0.4733, -1.8361, 1.8083)
F (-0.1696, 0.1460, 1.0087)
C (-0.9614, 5.7716, -1.3077)
C (-1.9207, 6.6372, -2.1091)
C (-3.2338, 5.8355, -2.3394)
S (-2.6464, 4.0945, -2.6954)
O (-2.6314, 3.9362, -4.1336)
O (-3.4530, 3.2285, -1.8477)
C (-0.9519, 4.4392, -2.0399)
H (-1.2403, 5.7452, -0.2543)
H (0.0671, 6.1290, -1.3571)
H (-1.4883, 6.9905, -3.0452)
H (-2.1141, 7.5451, -1.5378)
H (-3.9884, 6.1666, -3.0530)
H (-3.7897, 5.8485, -1.4019)
H (-0.4549, 4.6301, -2.9910)
H (-0.5525, 3.5534, -1.5460)
C (1.2513, -5.4806, -1.4433)
C (1.5190, -4.7691, -2.7969)
C (1.4431, -5.7810, -3.9456)
S (0.0548, -6.9199, -3.4416)
O (0.3762, -8.3193, -3.6822)
O (-1.1508, -6.4178, -4.0902)
C (0.0812, -6.4889, -1.5686)
H (1.0958, -4.8016, -0.6050)
H (2.1819, -6.0148, -1.2511)
H (2.4774, -4.2507, -2.7664)
H (0.8109, -3.9582, -2.9676)
H (2.3047, -6.4486, -3.9381)
H (1.1567, -5.4376, -4.9396)
H (0.4890, -7.4217, -1.1792)
H (-0.8981, -6.4059, -1.0973)
O (-5.1575, -3.3397, -2.3198)
C (-4.3948, -2.6131, -2.9990)
O (-4.7007, -1.9605, -4.1197)
C (-3.6161, -1.2225, -4.6386)
C (-2.3681, -1.8121, -4.0026)
C (-2.9160, -2.3571, -2.6351)
H (-3.7706, -0.2147, -4.2533)
H (-3.5126, -1.2810, -5.7221)
H (-1.7058, -0.9569, -3.8678)
H (-1.9104, -2.6372, -4.5484)
H (-2.7334, -1.5809, -1.8920)
H (-2.2800, -3.1671, -2.2780)
Cl (1.2904, -2.5699, 7.8581)
C (0.7221, -2.0136, 6.2429)
C (-0.3794, -0.9569, 6.3469)
Cl (-1.8197, -1.5888, 7.1004)
H (0.4849, -2.9430, 5.7251)
H (1.5819, -1.5653, 5.7450)
H (-0.6873, -0.6341, 5.3523)
H (-0.1341, -0.0171, 6.8414)
Cl (6.8453, -1.3055, 1.2595)
C (5.7684, -2.7120, 1.5994)
C (4.9334, -2.4624, 2.8134)
Cl (5.8281, -2.7668, 4.3484)
H (6.3739, -3.5700, 1.8915)
H (5.2102, -3.0328, 0.7199)
H (3.9947, -3.0090, 2.9033)
H (4.7138, -1.3952, 2.7799)
Cl (4.2599, 3.5749, -0.6394)
C (4.6983, 1.8782, -0.8939)
C (4.1509, 1.2893, -2.1899)
Cl (5.0419, 2.2237, -3.5012)
H (4.3238, 1.3060, -0.0451)
H (5.7863, 1.8233, -0.9282)
H (3.0698, 1.3527, -2.3137)
H (4.3930, 0.2363, -2.3342)
Cl (-5.2259, 3.3469, 3.4462)
C (-4.2746, 1.9665, 2.8548)
C (-5.2396, 1.0958, 1.9561)
Cl (-6.5832, 0.4479, 3.0446)
H (-3.7687, 1.4345, 3.6605)
H (-3.4465, 2.3332, 2.2482)
H (-4.7483, 0.2730, 1.4366)
H (-5.7674, 1.7459, 1.2583)
Cl (-0.7605, 5.2466, 4.7397)
C (0.6648, 4.5317, 3.9864)
C (1.8417, 5.4676, 3.9295)
Cl (1.4714, 6.8566, 2.8707)
H (0.3016, 4.2912, 2.9872)
H (0.8284, 3.5810, 4.4937)
H (2.6516, 4.9864, 3.3811)
H (2.2172, 5.9351, 4.8397)



C11H24BrCl10NO3S | ωB97M-V/def2-TZVPD

Results
**E**: -8288.03174 Eh
**E_HOMO**: -0.3572 hartree
**Frontier orbital gap**: 10.133 eV
**Total charge**: 0
**Energy above the lowest of the compared OMol25 structures with the same formula, charge and spin**: 0.00 kJ/mol

CARTESIAN COORDINATES (ANGSTROEM)
C (5.1670, -1.0673, 1.6451)
C (4.9469, -2.5314, 2.0272)
C (4.3601, -3.3771, 0.8907)
N (2.9467, -3.7458, 1.0822)
O (2.1770, -2.7557, 1.7368)
S (1.6997, -1.4381, 0.8595)
O (2.1663, -1.6543, -0.4972)
O (0.1521, -1.9151, 0.9207)
C (-0.7722, -1.1324, 0.1397)
C (-2.1576, -1.3206, 0.7439)
C (-3.2647, -1.1810, -0.2827)
Br (-3.1723, 0.5084, -1.2557)
H (6.0341, -0.9654, 0.9886)
H (4.3167, -0.6443, 1.1057)
H (5.3465, -0.4443, 2.5225)
H (4.3424, -2.6112, 2.9308)
H (5.9163, -2.9638, 2.2876)
H (4.8758, -4.3378, 0.8326)
H (4.5145, -2.8597, -0.0627)
H (2.4973, -3.9492, 0.1952)
H (-0.4944, -0.0753, 0.1518)
H (-0.7330, -1.4713, -0.8998)
H (-2.3161, -0.6084, 1.5566)
H (-2.2230, -2.3261, 1.1751)
H (-4.2472, -1.1965, 0.1802)
H (-3.2201, -1.9598, -1.0418)
C (-1.0246, -4.9093, 0.1430)
Cl (-2.4533, -5.1455, -0.8756)
Cl (-1.4010, -4.9784, 1.8648)
H (-0.3081, -5.6910, -0.0806)
H (-0.6151, -3.9302, -0.0697)
C (-1.3141, 3.9068, 0.5417)
Cl (-0.1929, 5.2764, 0.5404)
Cl (-0.5189, 2.3749, 0.9195)
H (-2.0720, 4.0894, 1.2935)
H (-1.7427, 3.8378, -0.4493)
C (-2.8662, 6.7773, -2.2640)
Cl (-3.1826, 5.0333, -2.2685)
Cl (-2.5145, 7.3958, -3.8802)
H (-3.7512, 7.2760, -1.8889)
H (-2.0040, 6.9587, -1.6332)
C (1.9995, -5.0692, 4.0638)
Cl (1.0832, -6.5591, 4.3420)
Cl (3.6283, -5.1557, 4.7518)
H (2.0958, -4.9136, 2.9963)
H (1.4704, -4.2496, 4.5342)
C (-4.6709, 9.0039, -6.4507)
Cl (-3.0750, 9.4344, -7.0803)
Cl (-5.8050, 10.3600, -6.4991)
H (-5.0705, 8.2056, -7.0638)
H (-4.5536, 8.6947, -5.4196)



C23H43AlN2OP3S | ωB97M-V/def2-TZVPD

Results
**E**: -2750.61122 Eh
**E_HOMO (alpha / beta)**: -0.4997 / -0.4998 hartree
**Frontier orbital gap (alpha / beta)**: 3.903 / 3.904 eV
**Total charge**: +3
**Energy above the lowest of the compared OMol25 structures with the same formula, charge and spin**: 443.72 kJ/mol

CARTESIAN COORDINATES (ANGSTROEM)
Al (-1.1461, 0.6689, 0.0918)
P (-2.3953, -0.1555, 1.9449)
P (0.9324, 0.9856, 1.2470)
P (2.0930, -4.4766, 0.0547)
H (-2.3847, -0.8363, -2.9763)
C (-2.3265, -1.7966, -2.4675)
C (-2.9509, -1.9512, -1.2929)
H (-3.6567, -1.1899, -0.9152)
C (-4.0107, 0.6748, 2.1378)
C (-1.7083, -0.1629, 3.6489)
C (-2.8572, -1.9103, 1.8485)
C (2.3194, 1.4197, 0.1604)
C (0.8987, 2.3967, 2.4069)
C (1.5890, -0.3984, 2.2113)
C (2.4260, -6.1497, -0.5018)
C (1.3061, -4.5764, 1.6730)
C (3.6425, -3.5888, 0.3010)
H (-1.8595, -2.6061, -3.0441)
H (-2.9459, -2.9348, -0.8009)
H (-4.5111, 0.7455, 1.1628)
H (-3.8699, 1.6918, 2.5284)
H (-4.6441, 0.0978, 2.8281)
H (-1.1033, 0.7296, 3.8488)
H (-1.0852, -1.0574, 3.7927)
H (-2.5395, -0.1989, 4.3709)
H (-3.2239, -2.1270, 0.8483)
H (-3.6516, -2.1450, 2.5697)
H (-1.9764, -2.5408, 2.0180)
H (3.2224, 1.5341, 0.7772)
H (2.1422, 2.3558, -0.3806)
H (2.4986, 0.6272, -0.5743)
H (1.8533, 2.4352, 2.9502)
H (0.0835, 2.2982, 3.1339)
H (0.7678, 3.3369, 1.8568)
H (2.5651, -0.1291, 2.6304)
H (1.7132, -1.2764, 1.5693)
H (0.9179, -0.6535, 3.0361)
H (3.1756, -6.5306, 0.1944)
H (2.8349, -6.1697, -1.5177)
H (1.5311, -6.7761, -0.4440)
H (1.8373, -5.3498, 2.2391)
H (0.2495, -4.8569, 1.5698)
H (1.3927, -3.6227, 2.2088)
H (4.4487, -4.3326, 0.3698)
H (3.5972, -3.0197, 1.2354)
H (3.8243, -2.9137, -0.5484)
C (0.6979, -1.2675, -1.7034)
C (1.8516, -1.1355, -2.4763)
C (1.9888, -0.0611, -3.3556)
C (0.9302, 0.8271, -3.5417)
C (-0.2082, 0.7343, -2.7606)
C (-0.2405, -0.1709, -1.6463)
S (0.3543, -2.8617, -0.9435)
H (1.1863, -3.5061, -1.7380)
H (2.6264, -1.8955, -2.4021)
H (2.8967, 0.0631, -3.9555)
H (1.0046, 1.6840, -4.2438)
H (-1.0442, 1.4216, -2.9461)
H (-1.2690, -0.4901, -1.2407)
N (0.6367, 6.4145, -2.6827)
C (0.6055, 5.0756, -2.4412)
O (1.3296, 4.2915, -3.0475)
C (-0.3548, 4.6164, -1.3907)
C (-1.2613, 5.4115, -0.6784)
C (-2.1239, 4.7809, 0.2193)
C (-2.1297, 3.3971, 0.3526)
N (-1.2510, 2.6183, -0.3452)
C (-0.2979, 3.2579, -1.1016)
H (1.3050, 6.7508, -3.3643)
H (0.2081, 7.0940, -2.0788)
H (-1.2961, 6.4936, -0.8043)
H (-2.8233, 5.3528, 0.8232)
H (-2.8233, 2.9032, 1.0419)
H (0.4861, 2.6360, -1.5503)



C18H34ClFN2O2 | ωB97M-V/def2-TZVPD

Results
**E**: -1525.95791 Eh
**E_HOMO**: -0.3567 hartree
**SMILES**: CCCC[C@@]1(CCCF)C(=O)N[C@@H](Cl)[C@@]1(N)OC[C@@H](C)CC(C)C
**Frontier orbital gap**: 10.025 eV
**Total charge**: 0

CARTESIAN COORDINATES (ANGSTROEM)
C (4.0276, -4.0749, 0.7604)
C (3.7128, -3.0789, -0.5450)
C (3.7024, -1.5009, -0.1019)
C (2.2160, -0.8522, 0.1353)
C (1.9604, 0.5891, -0.6067)
C (2.5739, 1.9689, 0.0314)
C (3.9918, 1.7910, 0.8387)
C (3.7413, 1.5073, 2.4662)
F (4.9964, 1.2198, 3.1984)
C (2.4667, 0.5919, -2.2005)
O (3.6868, 0.9430, -2.6888)
N (1.3391, 0.0737, -3.0673)
C (-0.0374, 0.0429, -2.3770)
Cl (-0.5112, -1.7808, -2.3922)
C (0.3300, 0.7486, -0.9435)
N (0.2400, 2.2393, -1.2997)
O (-0.6108, 0.6678, 0.1878)
C (-2.0148, 0.7080, -0.2505)
C (-3.0478, 0.7815, 1.0626)
C (-2.6427, 2.1803, 1.8746)
C (-4.6036, 0.9879, 0.5602)
C (-5.3662, -0.4095, 0.1355)
C (-5.0198, -0.8882, -1.4292)
C (-5.1438, -1.6432, 1.2258)
H (4.4451, -3.4931, 1.6871)
H (3.0452, -4.6579, 1.0215)
H (4.8528, -4.8839, 0.4816)
H (4.6639, -3.2172, -1.2533)
H (2.7915, -3.4279, -1.1762)
H (4.2632, -1.4492, 0.9507)
H (4.3868, -0.9195, -0.8542)
H (1.9865, -0.8440, 1.2990)
H (1.4350, -1.6198, -0.3303)
H (2.8094, 2.6886, -0.8914)
H (1.8257, 2.5002, 0.7949)
H (4.7504, 1.0434, 0.3537)
H (4.5242, 2.8590, 0.8055)
H (2.8806, 0.7354, 2.6590)
H (3.3468, 2.5521, 2.8882)
H (1.2242, 0.7255, -3.8740)
H (-0.9219, 0.4883, -3.0353)
H (-0.1262, 2.7882, -0.4701)
H (-0.3469, 2.3948, -2.1485)
H (-2.3573, -0.2661, -0.8416)
H (-2.3012, 1.6244, -0.9198)
H (-2.8885, -0.1068, 1.8077)
H (-1.5370, 2.0938, 2.2658)
H (-2.7897, 3.0527, 1.0806)
H (-3.4139, 2.3667, 2.7588)
H (-4.6319, 1.7325, -0.3721)
H (-5.2067, 1.5006, 1.4507)
H (-6.5423, -0.2047, 0.1238)
H (-4.4975, 0.0110, -1.9913)
H (-4.3333, -1.8437, -1.3522)
H (-6.0222, -1.2266, -1.9464)
H (-4.2609, -2.3022, 0.8291)
H (-6.1119, -2.2965, 1.3093)
H (-4.9291, -1.2105, 2.3152)



C24H36AsF6O18 | ωB97M-V/def2-TZVPD

Results
**E**: -5125.59177 Eh
**E_HOMO (alpha / beta)**: 0.0448 / -0.2271 hartree
**Frontier orbital gap (alpha / beta)**: 2.839 / 10.180 eV
**Spin multiplicity**: 2
**Total charge**: -2

CARTESIAN COORDINATES (ANGSTROEM)
As (-0.7063, -0.6267, -0.5598)
F (-0.3776, -0.0579, -2.2421)
F (0.5028, -2.0035, -0.7589)
F (-1.1531, -1.2784, 1.0096)
F (-1.9592, 0.6899, -0.3698)
F (-2.0242, -1.5197, -1.3022)
F (0.6784, 0.3896, 0.0662)
C (-0.7385, -5.4869, -1.0401)
C (-1.3780, -4.8734, 0.1169)
C (-2.6589, -4.0726, -0.3201)
O (-3.6854, -4.9157, 0.2851)
C (-3.1442, -6.0330, 0.8597)
O (-3.8100, -6.9740, 1.1946)
O (-1.8567, -6.0140, 0.8319)
H (-1.3677, -6.1134, -1.6723)
H (0.1581, -6.0918, -0.9052)
H (-0.4120, -4.5869, -1.5612)
H (-0.7389, -4.1409, 0.6100)
H (-2.5685, -3.9289, -1.3969)
H (-2.6763, -3.1288, 0.2249)
C (-5.7589, 0.1829, 4.0872)
C (-4.2931, -0.0118, 3.6978)
C (-3.5540, 1.1012, 3.1408)
O (-2.5278, 1.3757, 4.0730)
C (-2.4567, 0.3957, 4.9616)
O (-1.5359, 0.2962, 5.7777)
O (-3.5461, -0.3222, 4.8538)
H (-6.0351, 1.2276, 4.2298)
H (-5.9836, -0.3815, 4.9923)
H (-6.2944, -0.2270, 3.2309)
H (-4.3535, -0.9301, 3.1136)
H (-4.2052, 1.9753, 3.1375)
H (-3.0399, 1.0632, 2.1804)
C (2.6995, -1.4927, -2.8467)
C (3.6792, -0.7084, -1.9277)
C (4.8926, -1.5399, -1.4232)
O (5.9916, -0.6862, -1.5393)
C (5.7277, 0.3328, -2.3341)
O (6.4828, 1.2060, -2.4838)
O (4.3948, 0.2163, -2.7465)
H (2.1758, -2.3052, -2.3431)
H (3.3307, -1.7947, -3.6825)
H (1.8256, -0.9717, -3.2379)
H (3.1749, -0.1269, -1.1560)
H (5.1429, -2.4025, -2.0407)
H (4.6704, -1.9410, -0.4343)
C (-1.4784, 2.2372, -5.5269)
C (-2.1559, 1.1721, -4.6718)
C (-2.6938, 1.7383, -3.3097)
O (-3.9062, 1.1591, -3.1158)
C (-4.3466, 0.6517, -4.2969)
O (-5.3926, 0.0028, -4.4194)
O (-3.3963, 0.7911, -5.2573)
H (-1.1639, 1.8812, -6.5079)
H (-0.6033, 2.5965, -4.9854)
H (-2.1042, 3.1060, -5.7308)
H (-1.5947, 0.2794, -4.3955)
H (-2.8868, 2.7974, -3.4804)
H (-1.9317, 1.7010, -2.5314)
C (0.7750, 3.8901, 0.3545)
C (2.0232, 3.1760, -0.1831)
C (2.3261, 3.0271, -1.6552)
O (3.6720, 3.2722, -1.8611)
C (4.1191, 3.8382, -0.6792)
O (5.2289, 4.2362, -0.5238)
O (3.1649, 3.8991, 0.2828)
H (1.0575, 4.2366, 1.3486)
H (-0.0483, 3.1765, 0.3867)
H (0.5596, 4.7244, -0.3131)
H (2.1513, 2.1612, 0.1934)
H (1.8397, 3.7401, -2.3210)
H (1.9907, 2.0473, -1.9953)
C (2.4168, 2.4981, 3.7993)
C (2.4136, 1.1256, 4.3511)
C (1.8668, 0.0761, 3.4157)
O (2.9120, -0.5822, 2.7663)
C (4.0405, -0.3339, 3.4925)
O (5.1959, -0.8458, 3.3179)
O (3.7102, 0.5186, 4.5475)
H (2.8297, 3.2272, 4.4964)
H (1.3734, 2.8043, 3.8743)
H (2.8700, 2.4471, 2.8093)
H (2.0523, 1.0672, 5.3778)
H (1.1408, 0.3800, 2.6615)
H (1.2848, -0.6855, 3.9347)



C4H12N2O | ωB97M-V/def2-TZVPD

Results
**E**: -344.25482 Eh
**E_HOMO**: -0.3431 hartree
**SMILES**: [H]/N=N/C(C)C.CO
**Frontier orbital gap**: 9.536 eV
**Total charge**: 0
**Energy above the lowest of the compared OMol25 structures with the same formula, charge and spin**: 341.84 kJ/mol

CARTESIAN COORDINATES (ANGSTROEM)
H (0.8509, 1.7794, -2.1857)
N (0.5791, 1.3848, -1.2805)
N (1.0734, 0.2203, -1.1459)
C (0.6844, -0.4043, 0.0615)
C (2.2571, -0.6741, 0.5374)
C (0.0074, -1.7349, -0.1941)
H (0.2397, 0.2300, 0.8326)
H (2.7814, -1.3207, -0.1610)
H (2.1369, -1.2002, 1.4832)
H (2.7860, 0.2625, 0.6883)
H (-0.0068, -2.3231, 0.7198)
H (-1.0144, -1.5559, -0.5259)
H (0.5351, -2.2876, -0.9686)
C (-2.4137, 1.2778, 0.6356)
O (-1.8283, 0.8083, -0.5386)
H (-1.7691, 1.1340, 1.5154)
H (-3.3551, 0.7323, 0.8127)
H (-2.6654, 2.3471, 0.5728)
H (-0.8785, 1.3244, -0.8591)



C7H10F5NOPrTe | ωB97M-V/def2-TZVPD

Results
**E**: -1686.98182 Eh
**E_HOMO (alpha / beta)**: -0.1073 / -0.1091 hartree
**Frontier orbital gap (alpha / beta)**: 4.082 / 4.036 eV
**Spin multiplicity**: 3
**Total charge**: -1

CARTESIAN COORDINATES (ANGSTROEM)
C (0.8122, -1.8544, -1.4698)
C (-0.5355, -2.0627, -1.2088)
C (-0.6507, -2.4662, 0.2056)
C (0.6064, -2.3861, 0.7453)
C (1.5930, -1.7101, -0.1907)
Pr (-0.5050, 0.9546, 0.4473)
N (2.5832, -0.4958, 0.2039)
C (-1.0454, 2.9349, -0.1820)
C (-1.8394, 2.4800, -1.2394)
H (-1.5767, -2.7467, 0.6901)
H (-1.3854, -1.9996, -1.8874)
H (0.9372, -2.6663, 1.7303)
H (2.5884, -2.2015, -0.1368)
H (1.2631, -1.6058, -2.4328)
H (-1.4260, 2.0004, -2.1646)
H (-1.2702, 3.6781, 0.6003)
H (3.4050, 0.0949, -0.3081)
H (-2.9661, 2.2988, -1.1197)
H (0.0688, 2.8240, -0.3442)
F (1.2808, 1.8005, 2.0727)
Te (0.2609, 1.0013, 3.6528)
F (-2.2404, -0.1967, -0.0630)
F (1.0444, 2.6360, 4.5114)
F (1.8479, 0.1219, 4.3755)
F (-1.2606, 2.0940, 2.5546)
O (-0.1713, -0.2495, 2.2663)